No. 1
Density functional theory data (ωB97M-V/def2-TZVPD) for 5 unconnected molecules or ions with the total composition C34H62BF2N7O7P.

```
114
Properties=species:S:1:pos:R:3:lowdin_charge:R:1
C -1.07055 2.21041 4.27342 0.021
C 0.23953 1.66608 3.81710 -0.094
C 1.20780 2.39694 2.66464 -0.149
N 2.70305 2.23716 3.03256 0.025
C 2.69328 2.81753 4.38964 -0.149
C 4.19626 3.51258 4.63685 -0.134
O 4.45530 4.48083 3.54051 -0.134
C 3.79993 5.73530 3.99721 -0.146
O 4.37903 6.65271 4.78300 -0.006
C 2.96946 0.86585 2.63365 -0.081
N 3.61798 -0.26109 3.02000 0.089
C 3.64294 -1.60619 2.30264 -0.107
P 2.18343 -2.76865 2.78918 0.760
O 1.52660 -3.28160 1.42050 -0.358
O 1.04295 -2.05748 3.89561 -0.226
O 2.78357 -4.23802 3.58223 -0.220
B 4.41851 -0.17818 4.30181 -0.474
O 5.91769 -0.17093 4.16699 0.071
O 3.89458 -0.15495 5.68072 -0.037
C 3.32880 -1.44912 6.09099 -0.212
C 3.78561 -1.83869 7.65029 -0.067
N 2.23502 0.75180 1.27934 -0.038
C 3.27211 1.03978 0.20904 -0.128
C 2.87012 0.30613 -1.23579 -0.073
F 2.42848 -1.12365 -1.02766 -0.147
C 0.94489 1.60117 1.21639 -0.273
C 0.78214 2.68654 -0.00109 -0.147
C -0.41397 3.82430 0.26713 -0.119
C -0.16728 0.36459 1.21017 -0.113
C -1.72725 0.85082 1.18488 -0.148
C -2.28299 0.78835 -0.35895 -0.125
F -3.09847 1.99773 -0.73390 -0.164
H -1.73216 1.51489 4.97564 0.089
H -1.54206 3.23870 3.96995 0.007
H 0.66994 0.67374 4.30289 0.114
H 1.14642 3.56289 2.55584 0.159
H 2.57008 2.05934 5.29504 0.151
H 1.93982 3.72520 4.57555 0.155
H 5.05284 2.72447 4.74395 0.126
H 4.20446 4.14704 5.64830 0.153
H 2.67319 5.89859 3.65409 0.167
H 4.62625 -2.16684 2.68328 0.148
H 3.74489 -1.53874 1.14128 0.127
H 0.64733 -2.80103 4.46959 0.125
H 3.75038 -4.36695 3.32442 0.091
H 6.24669 0.58548 4.76775 0.135
H 2.14471 -1.31512 6.15451 0.131
H 3.55520 -2.32671 5.35065 0.106
H 4.74634 -1.25482 8.00034 0.095
H 3.97203 -3.01494 7.64100 0.099
H 2.92168 -1.53249 8.38187 0.087
H 3.55911 2.16750 0.09058 0.136
H 4.27542 0.48852 0.54791 0.136
H 1.97339 0.82952 -1.78265 0.112
H 3.76210 0.27729 -1.99896 0.135
H 0.38858 2.06896 -0.94384 0.105
H 1.74223 3.32097 -0.23632 0.116
H 0.07058 4.90755 0.13724 0.087
H -1.25414 3.77383 -0.57806 0.097
H -0.84566 3.78575 1.35463 0.007
H 0.07375 -0.46578 2.03357 0.112
H 0.02026 -0.19631 0.17204 0.128
H -2.34486 0.04799 1.80663 0.133
H -1.93077 1.91507 1.63312 0.098
H -3.00226 -0.13369 -0.51917 0.101
H -1.44098 0.69620 -1.17950 0.111
C -4.72915 -3.94211 -2.82964 -0.122
C -5.76753 -2.92786 -3.29885 -0.275
C -5.45550 -1.50177 -2.84118 -0.189
C -5.42900 -1.44411 -1.32244 -0.166
N -5.40701 -1.39628 -0.06263 0.102
H -4.69050 -4.00520 -1.73758 0.068
H -4.97723 -4.94052 -3.20352 0.078
H -3.73026 -3.67890 -3.19589 0.048
H -6.75333 -3.23119 -2.92548 0.113
H -5.81687 -2.95003 -4.39309 0.100
H -6.22008 -0.81192 -3.21375 0.115
H -4.48517 -1.17599 -3.23130 0.112
C -2.36727 8.15557 1.34737 -0.109
C -3.32531 7.95460 2.51734 -0.267
C -2.68098 7.22010 3.69459 -0.173
C -2.22265 5.84055 3.25031 -0.060
N -1.84245 4.69621 2.88178 0.104
H -2.03532 7.20050 0.92817 0.063
H -2.86138 8.70875 0.54238 0.080
H -1.48226 8.72258 1.65797 0.080
H -4.20213 7.39708 2.16582 0.117
H -3.68120 8.93335 2.85745 0.115
H -3.40279 7.11332 4.51121 0.120
H -1.82003 7.78128 4.07367 0.120
C 0.20473 -2.09496 -5.70352 -0.113
C -0.00990 -3.20024 -4.67428 -0.269
C -0.81629 -4.37787 -5.22519 -0.194
C -2.19185 -3.89938 -5.66047 -0.160
N -3.33290 -3.50248 -6.02156 0.123
H -0.74344 -1.65316 -6.02583 0.069
H 0.80895 -1.28899 -5.27515 0.068
H 0.72537 -2.47861 -6.58837 0.077
H -0.51965 -2.77664 -3.80025 0.107
H 0.96611 -3.56286 -4.33339 0.113
H -0.93071 -5.14787 -4.45494 0.120
H -0.30346 -4.82824 -6.08194 0.069
C -2.31864 -7.44746 -10.13298 -0.113
C -2.44606 -6.06596 -9.49874 -0.272
C -1.13547 -5.56988 -8.88488 -0.191
C -0.68748 -6.52457 -7.79013 -0.174
N -0.31586 -7.31649 -6.88202 0.121
H -2.05514 -8.20935 -9.39259 0.071
H -3.27004 -7.74812 -10.58311 0.076
H -1.55379 -7.44970 -10.91798 0.078
H -3.22780 -6.09954 -8.72999 0.113
H -2.77604 -5.35326 -10.26259 0.112
H -1.27545 -4.57188 -8.45632 0.099
H -0.35309 -5.50468 -9.64875 0.119
```

Results
**Total charge**: +1
**Energy**: -76407.7866 eV
**Frontier orbital gap**: 8.4 eV
**E_LUMO**: -3.5 eV

***

No. 2
Density functional theory data (ωB97M-V/def2-TZVPD) for a single C5H7N molecule.

```
13
Properties=species:S:1:pos:R:3:lowdin_charge:R:1
C 0.92154 0.79969 1.42068 -0.109
C 0.42234 1.69078 0.51946 -0.142
N -0.22826 0.97797 -0.45864 0.042
C -0.14786 -0.36098 -0.19504 -0.351
C 0.56295 -0.50099 0.96693 -0.070
C -0.76768 -1.35796 -1.10615 -0.042
H 1.41527 1.02795 2.35460 0.090
H 0.58268 2.74563 0.32945 0.106
H -0.55128 1.35406 -1.33224 0.149
H 0.61958 -1.43727 1.50794 0.100
H -1.76506 -1.02922 -1.40318 0.076
H -0.16576 -1.58701 -1.98909 0.076
H -0.89846 -2.32267 -0.61471 0.076
```

Results
**Total charge**: 0
**SMILES**: Cc1ccc[nH]1
**ΔE to the lowest compared entry with this formula, charge and spin**: 2.6 kcal per mole
**Energy**: -6788.4010 eV
**Frontier orbital gap**: 9.1 eV
**E_LUMO**: 1.1 eV

***

No. 3
Density functional theory data (ωB97M-V/def2-TZVPD) for a molecular structure, C33H27Cl2CrN5O5PS.

```
75
Properties=species:S:1:pos:R:3:mulliken_spin:R:1
Cr -0.54909 0.64396 -0.96995 3.133
S 4.32228 6.24444 -1.05945 0.009
N 4.57742 4.65228 -1.07633 -0.008
C 3.39032 4.08912 -1.08246 -0.023
C 3.14375 2.64699 -1.07596 0.003
C 4.12153 1.69340 -1.10251 0.141
C 3.75897 0.32346 -1.10804 0.104
C 2.44299 -0.01626 -1.03609 0.043
N 1.43874 0.90102 -0.96004 0.070
C 1.77995 2.25440 -1.05472 0.203
C 0.72835 3.17915 -1.14038 0.111
N -0.54442 2.66261 -1.21199 0.061
C -1.59940 3.49788 -1.20169 -0.016
C -1.46472 4.86149 -1.14309 0.142
C -0.17049 5.41262 -1.10648 0.040
C 0.92407 4.58529 -1.11184 0.041
C 2.31252 5.03063 -1.07585 -0.009
N 2.71007 6.28342 -1.05824 0.006
H 5.16064 1.99842 -1.13514 0.002
H 4.50565 -0.45573 -1.16499 0.006
H 2.15629 -1.05550 -1.02068 0.002
H -2.57857 3.03656 -1.25501 0.003
H -2.34529 5.48834 -1.13633 0.010
H -0.01887 6.48673 -1.06777 -0.003
Cl -3.58210 -0.46376 0.62887 0.002
C -3.51516 -1.96886 -0.23685 -0.007
C -4.71954 -2.57054 -0.54803 0.001
C -4.72634 -3.75506 -1.26763 -0.002
C -3.53441 -4.33206 -1.66392 0.001
C -2.32790 -3.73106 -1.33659 -0.002
C -2.28415 -2.53960 -0.61092 0.006
P -0.66827 -1.73636 -0.24518 -0.046
C 0.53139 -2.88084 -0.99583 0.007
C 0.73581 -2.81966 -2.37925 0.013
C 1.62605 -3.68958 -2.98961 0.001
C 2.32502 -4.61664 -2.22523 -0.001
C 2.12593 -4.67970 -0.85376 0.001
C 1.22722 -3.81738 -0.23641 -0.002
C -0.37955 -1.93585 1.54140 -0.032
C -1.26376 -2.58591 2.39298 -0.007
C -0.99547 -2.65444 3.75546 0.001
C 0.15527 -2.07630 4.27213 -0.003
C 1.05478 -1.44201 3.42114 0.005
C 0.78631 -1.37105 2.06337 0.023
H -5.64668 -2.10901 -0.23206 0.000
H -5.67205 -4.22066 -1.51954 0.000
H -3.53830 -5.25221 -2.23553 0.000
H -1.40604 -4.19843 -1.65007 0.000
H 0.20220 -2.09131 -2.97415 0.002
H 1.77447 -3.64385 -4.06222 0.000
H 3.02410 -5.29440 -2.70214 0.000
H 2.66706 -5.40632 -0.25891 0.000
H 1.06712 -3.88065 0.83309 0.000
H -2.15701 -3.05499 1.99996 -0.001
H -1.68895 -3.16686 4.41218 0.000
H 0.36126 -2.13280 5.33488 0.000
H 1.96924 -1.01243 3.81489 0.000
H 1.49628 -0.88479 1.39991 -0.011
O -2.49804 -0.38757 -4.13710 -0.001
Cl -1.90657 0.55221 -3.26753 0.008
O -1.90605 1.87807 -3.76636 0.004
O -0.49280 0.12987 -2.93227 -0.017
O -2.51653 0.50210 -1.90287 0.009
C -1.51481 1.53060 3.57966 0.000
N -0.29702 2.05729 2.96618 0.010
C 0.60801 2.83443 3.81707 -0.002
C 0.00642 1.81094 1.71676 0.047
O -0.70942 1.11995 0.95705 -0.055
H -1.25713 0.77225 4.32177 0.000
H -2.14125 1.08008 2.81909 0.000
H -2.05116 2.34237 4.06812 0.000
H 0.03586 3.57368 4.37324 0.000
H 1.34756 3.35044 3.20656 0.000
H 1.12077 2.18080 4.52325 0.000
H 0.94568 2.24314 1.36599 -0.023
```

Results
**Total charge**: +1
**Spin multiplicity**: 5
**⟨S²⟩**: 6.047
**ΔE to the lowest compared entry with this formula, charge and spin**: 69.7 kcal per mole
**Energy**: -125927.9801 eV
**Frontier orbital gap (alpha / beta)**: 5.1 / 8.1 eV
**E_LUMO (alpha / beta)**: -3.0 / -3.2 eV